The following is a DFT calculation (wB97M-V/def2-TZVPD) of a molecular structure, C28H36BrInN13.

Properties
- total charge = +1
- E_LUMO (eV) = -2.10
- total energy (eV) = -124201.858
- gap between HOMO and LUMO (eV) = 7.86
- HOMO level (eV) = -9.97

Cartesian coordinates (Å):
In: -2.4569 0.1211 1.1313
C: 1.5399 -0.6870 -4.5034
N: 1.3319 -0.7861 -3.0614
C: 1.8300 -2.0239 -2.5062
C: 0.3266 -0.0204 -2.5308
N: -0.6893 -0.5746 -1.8868
C: -0.8983 -1.9843 -1.6792
C: -1.4900 -2.6775 -2.6960
C: -1.9177 -4.0063 -2.5028
C: -1.8037 -4.5698 -1.2708
C: -1.2126 -3.8663 -0.1885
C: -1.1788 -4.4660 1.0918
C: -0.6480 -3.7887 2.1493
C: -0.0593 -2.5321 1.9496
C: 0.0059 -1.9345 0.7070
N: 0.6228 -0.7014 0.5178
C: 1.7215 -0.3835 1.1324
N: 2.6716 -1.2384 1.6674
C: 2.9593 -2.5508 1.1396
C: 3.1376 -1.0469 3.0282
N: 2.0439 0.9386 1.2245
C: 1.0439 1.9643 1.0835
C: 3.4027 1.4274 1.3251
C: -0.6817 -2.5638 -0.3885
N: 0.4769 1.3056 -2.7006
C: 1.7946 1.8298 -3.0456
C: -0.5594 2.3443 -2.7055
H: 1.2145 -1.6152 -4.9780
H: 2.5950 -0.5281 -4.7299
H: 0.9538 0.1249 -4.9227
H: 2.8942 -2.0822 -2.7448
H: 1.3292 -2.9039 -2.9174
H: 1.7135 -2.0186 -1.4316
H: -1.6560 -2.1774 -3.6400
H: -2.3775 -4.5450 -3.3178
H: -2.1766 -5.5673 -1.0873
H: -1.6038 -5.4516 1.2177
H: -0.6538 -4.2256 3.1381
H: 0.3906 -2.0149 2.7837
H: 2.6792 -2.6095 0.0947
H: 2.4444 -3.3486 1.6838
H: 4.0356 -2.7212 1.2124
H: 2.6958 -0.1537 3.4589
H: 4.2262 -0.9631 3.0747
H: 2.8377 -1.9051 3.6403
H: 0.0682 1.5105 0.9179
H: 1.2806 2.6099 0.2363
H: 1.0089 2.5851 1.9829
H: 4.1104 0.6327 1.1139
H: 3.6185 1.8417 2.3132
H: 3.5464 2.2231 0.5923
H: 2.5684 1.1105 -2.7966
H: 1.9547 2.7372 -2.4633
H: 1.8627 2.0859 -4.1040
H: -1.2206 2.2297 -3.5618
H: -0.0473 3.2977 -2.8018
H: -1.1361 2.3511 -1.7826
N: -2.7639 4.5512 2.7230
C: -3.3755 4.8947 1.5445
C: -3.2263 3.8201 0.7237
N: -2.5396 2.8281 1.3713
C: -2.2770 3.2959 2.5720
C: -1.5617 2.5370 3.5806
N: -1.1682 1.3003 3.3872
C: -0.5489 0.9210 4.5472
C: -0.5656 1.9466 5.4428
N: -1.2157 2.9784 4.8157
H: -2.7256 5.1310 3.5474
H: -3.8463 5.8462 1.4003
H: -3.5703 3.6957 -0.2839
H: -0.1493 -0.0647 4.6760
H: -0.1902 2.0341 6.4424
H: -1.3968 3.8834 5.2228
N: -1.7801 0.1647 -1.3614
C: -2.7044 0.3184 -2.2888
N: -2.6621 -0.0277 -3.5194
C: -3.6040 0.2359 -4.4006
N: -4.3428 0.4528 -5.2552
Br: -4.2554 1.2194 -1.5504

The following is a DFT calculation (wB97M-V/def2-TZVPD) of a molecular structure, C28H36Cl2IrN2O2S in a non-equilibrium geometry.

Properties
- energy above the lowest of the compared OMol25 structures with the same formula, charge and spin (kcal per mole) = 4.1
- total charge = +2
- E_LUMO (alpha / beta) (eV) = -7.03 / -8.19
- 2S+1 = 2
- total energy (eV) = -75400.178
- gap between HOMO and LUMO (alpha / beta) (eV) = 6.45 / 5.26
- HOMO level (alpha / beta) (eV) = -13.48 / -13.45

Cartesian coordinates (Å):
Ir: 0.2366 0.5756 -0.1156
C: 1.2691 -1.3590 0.4724
C: 0.0822 -1.4352 1.2561
C: -1.0557 -1.2092 0.3237
C: -0.4919 -1.2235 -0.9890
C: 0.9558 -1.2931 -0.9103
C: 1.9374 -1.4309 -2.0427
C: 3.3100 -0.8904 -1.6345
C: 2.0294 -2.9374 -2.3463
C: 1.4341 -0.6789 -3.2774
C: -2.5685 -1.1946 0.5386
C: -3.0511 -0.0030 1.3754
C: -2.9968 -2.5370 1.1599
C: -3.2883 -1.0937 -0.8124
C: 0.1975 -1.8141 2.7145
C: -0.8857 -1.3800 3.6950
C: 1.5570 -1.3651 3.2843
C: 0.2208 -3.3684 2.6339
H: 2.2765 -1.4230 0.8450
H: -1.0380 -1.1935 -1.9125
H: 3.7535 -1.4700 -0.8233
H: 3.2516 0.1587 -1.3345
H: 3.9897 -0.9601 -2.4832
H: 2.3601 -3.5006 -1.4723
H: 2.7562 -3.0977 -3.1429
H: 1.0695 -3.3382 -2.6773
H: 1.2902 0.3838 -3.0634
H: 0.4965 -1.0922 -3.6513
H: 2.1735 -0.7616 -4.0739
H: -2.7200 -0.0356 2.4014
H: -4.1415 -0.0056 1.3810
H: -2.7200 0.9416 0.9395
H: -2.5541 -2.7215 2.1368
H: -2.7445 -3.3719 0.5030
H: -4.0789 -2.5317 1.2893
H: -3.0940 -0.1379 -1.2992
H: -4.3606 -1.1628 -0.6362
H: -3.0207 -1.9056 -1.4895
H: -0.9594 -0.2951 3.7672
H: -0.6086 -1.7640 4.6763
H: -1.8644 -1.7905 3.4647
H: 1.7079 -0.2896 3.1817
H: 2.3970 -1.8833 2.8242
H: 1.5850 -1.6069 4.3452
H: -0.7181 -3.7867 2.2767
H: 0.4010 -3.7431 3.6419
H: 1.0291 -3.7251 1.9941
Cl: 3.6983 5.8877 3.6676
C: 3.0687 4.7059 2.5821
C: 3.6710 4.5324 1.3213
C: 3.2006 3.6051 0.4296
Cl: 3.9470 3.4108 -1.1097
C: 2.0949 2.7824 0.7379
O: 1.6826 1.9445 -0.1701
C: 1.5040 2.9646 2.0086
C: 0.4198 2.2063 2.4397
O: -0.1702 1.2503 1.8682
C: 2.0051 3.9397 2.9212
H: 4.5222 5.1438 1.0506
H: 0.0338 2.4468 3.4357
H: 1.5352 4.0602 3.8888
S: -1.0602 2.2934 -1.0148
C: -1.7238 1.9236 -2.5577
N: -2.4362 2.9357 -3.1266
C: -2.9892 2.8353 -4.3510
C: -2.8384 1.6750 -5.0500
C: -2.1137 0.6629 -4.4212
N: -1.5755 0.7779 -3.2120
H: -2.5325 3.8004 -2.6045
H: -3.5287 3.6997 -4.7126
H: -3.2612 1.5510 -6.0347
H: -1.9600 -0.2875 -4.9203

The following is a DFT calculation (wB97M-V/def2-TZVPD) of 3 unconnected molecules or ions with the total composition C28H36F3NO4 in a non-equilibrium geometry.

Properties
- SMILES string = CC[C@H](F)[C@@]1(C[C@@H]2CO2)NC(=O)[C@@H](C[C@@H](C)O)[C@@H]1C[C@H]1CO1.Fc1ccccc1.Fc1ccccc1
- E_LUMO (eV) = 0.69
- total energy (eV) = -47449.951
- gap between HOMO and LUMO (eV) = 9.85
- HOMO level (eV) = -9.16

Cartesian coordinates (Å):
C: 5.0356 0.9993 -0.4622
C: 3.7380 0.2794 -0.1001
C: 2.9205 -0.1364 -1.3212
F: 3.3139 0.6248 -2.4227
C: 1.4126 0.0474 -1.1813
C: 1.1275 1.5695 -1.0699
C: 0.0546 2.0311 -0.0872
C: -1.1164 2.7564 -0.5997
O: -0.0423 3.4328 0.0508
N: 0.7808 -0.4023 -2.4739
C: -0.4015 -1.1119 -2.1734
O: -1.0203 -1.6974 -3.0128
C: -0.6823 -0.9863 -0.6899
C: -1.5562 -2.0500 -0.0628
C: -2.2501 -1.5265 1.2097
C: -3.7210 -1.2311 1.0093
O: -2.0678 -2.4763 2.2513
C: 0.7625 -0.9253 -0.1817
C: 1.0429 -0.8911 1.3305
C: 2.0054 -2.0112 1.7404
C: 2.4006 -2.1130 3.1423
O: 1.4826 -3.0650 2.4736
H: 5.5706 1.2438 0.4498
H: 5.6668 0.3680 -1.0788
H: 4.8368 1.9301 -0.9782
H: 3.1620 0.9515 0.5298
H: 3.9981 -0.5810 0.5059
H: 3.1481 -1.1719 -1.5872
H: 0.8144 1.8987 -2.0521
H: 2.0102 2.1500 -0.8129
H: -0.1047 1.4238 0.7937
H: -2.0321 2.7780 -0.0312
H: -1.1007 2.8553 -1.6747
H: 1.3904 -1.0942 -2.9066
H: -1.2258 -0.0397 -0.6146
H: -0.9637 -2.9098 0.2422
H: -2.3177 -2.3938 -0.7563
H: -1.7847 -0.5828 1.5048
H: -4.1697 -0.9357 1.9562
H: -3.8868 -0.4271 0.2991
H: -4.2477 -2.1128 0.6535
H: -2.9231 -2.6930 2.6272
H: 1.1392 -1.9015 -0.5095
H: 1.5020 0.0447 1.6267
H: 0.1441 -1.0866 1.9014
H: 2.7615 -2.2783 1.0080
H: 1.8190 -1.6263 3.9020
H: 3.3187 -2.6372 3.3529
F: 2.2224 1.3708 4.1035
C: 2.4593 2.6923 3.9559
C: 1.7724 3.3862 2.9821
C: 2.0168 4.7436 2.8382
C: 2.9404 5.3787 3.6568
C: 3.6198 4.6550 4.6270
C: 3.3794 3.2980 4.7861
H: 1.0597 2.8774 2.3481
H: 1.4811 5.3005 2.0818
H: 3.1297 6.4369 3.5392
H: 4.3412 5.1471 5.2649
H: 3.8920 2.7153 5.5394
F: -4.4764 -1.5972 -1.8651
C: -4.8623 -2.0624 -3.0774
C: -3.9618 -2.8573 -3.7503
C: -4.3089 -3.3397 -5.0024
C: -5.5464 -3.0222 -5.5486
C: -6.4348 -2.2215 -4.8429
C: -6.0975 -1.7297 -3.5889
H: -3.0059 -3.0677 -3.2923
H: -3.6141 -3.9610 -5.5504
H: -5.8183 -3.3972 -6.5260
H: -7.3960 -1.9723 -5.2715
H: -6.7728 -1.1037 -3.0214

The following is a DFT calculation (wB97M-V/def2-TZVPD) of a molecular structure, C28H36FN6O9SScSe.

Properties
- energy above the lowest of the compared OMol25 structures with the same formula, charge and spin (kcal per mole) = 4.1
- total charge = -2
- E_LUMO (eV) = 4.04
- total energy (eV) = -156593.874
- gap between HOMO and LUMO (eV) = 5.46
- HOMO level (eV) = -1.42

Cartesian coordinates (Å):
Sc: -0.6808 1.3012 0.7959
C: 2.2678 -4.8837 -1.1835
C: 1.4599 -3.5732 -1.0911
O: 0.6911 -3.3739 -2.0444
C: 1.7552 -2.7701 0.0400
C: 1.3108 -1.4855 0.4758
C: 2.3190 -0.6876 1.2587
N: 0.1587 -0.8811 0.2883
N: -0.8112 -1.7399 -0.2212
C: -1.9461 -1.1617 -0.4174
O: -2.2220 0.0918 -0.2090
C: -3.0286 -2.0809 -0.8834
C: -4.3695 -1.7683 -0.6852
C: -5.3696 -2.6363 -1.1074
C: -5.0360 -3.8234 -1.7426
C: -3.6954 -4.1356 -1.9514
C: -2.6937 -3.2750 -1.5301
H: 2.7897 -4.9030 -2.1425
H: 1.5616 -5.7190 -1.1895
H: 2.9824 -5.0264 -0.3721
H: 2.6324 -3.1074 0.5850
H: 3.0204 -1.3549 1.7622
H: 1.8191 -0.0727 1.9980
H: 2.8812 -0.0268 0.5944
H: -4.6252 -0.8454 -0.1807
H: -6.4103 -2.3824 -0.9403
H: -5.8146 -4.4973 -2.0825
H: -3.4283 -5.0550 -2.4608
H: -1.6418 -3.4910 -1.6914
C: 2.8034 3.8487 2.7028
S: 1.2461 2.8641 2.6089
C: 1.8311 1.6741 3.8306
O: 1.4676 2.3241 1.1948
H: 3.6735 3.2341 2.4650
H: 2.8988 4.2800 3.7027
H: 2.7165 4.6499 1.9683
H: 1.8665 2.1878 4.7934
H: 2.8242 1.3211 3.5501
H: 1.0995 0.8739 3.8504
C: 3.4218 -4.2957 4.3286
N: 2.2517 -4.6265 3.5532
C: 2.1196 -5.6886 2.6774
C: 0.8915 -5.5882 2.1311
N: 0.2866 -4.4801 2.6731
C: -1.0132 -3.9612 2.2854
C: 1.1181 -3.8770 3.5521
Se: 0.8051 -2.3628 4.5268
H: 4.1851 -5.0489 4.1394
H: 3.1739 -4.2668 5.3897
H: 3.7889 -3.3092 4.0454
H: 2.9151 -6.3894 2.5011
H: 0.4111 -6.1771 1.3726
H: -1.5041 -4.7101 1.6663
H: -0.8997 -3.0528 1.6935
H: -1.5991 -3.7623 3.1821
O: -0.5447 1.5629 2.5615
C: -0.1040 4.8953 -0.5258
C: -0.0758 3.7135 -1.4387
C: -0.0881 3.9526 -2.9285
O: -0.0526 2.5814 -1.0115
H: 0.5543 5.6858 -0.8937
H: 0.1609 4.5933 0.4849
H: -1.1306 5.2684 -0.5199
H: -0.2600 4.9998 -3.1713
H: -0.8852 3.3465 -3.3554
H: 0.8679 3.6305 -3.3451
F: -4.0185 0.1711 -4.6525
C: -4.7189 0.9342 -3.7960
C: -4.2943 1.1484 -2.5438
N: -4.9947 1.9178 -1.6518
C: -4.3674 2.1700 -0.3573
C: -3.0594 2.9667 -0.4904
O: -2.8687 3.6626 -1.4986
O: -2.2899 2.8004 0.4942
C: -6.1592 2.5425 -2.0037
O: -6.8210 3.2543 -1.2703
N: -6.5705 2.2842 -3.3049
C: -5.9443 1.5252 -4.2847
O: -6.4244 1.4105 -5.3989
H: -3.3801 0.7088 -2.1599
H: -4.0986 1.2255 0.1080
H: -5.0682 2.7160 0.2675
H: -7.4300 2.7366 -3.5749